{"formula": "CH3Br2PS", "method": "wB97M-V/def2-TZVPD", "species": ["C", "P", "S", "Br", "Br", "H", "H", "H"], "positions_angstrom": [[-1.414134, -0.076403, -0.737893], [1.276461, -0.143397, 0.858313], [0.912565, 1.132648, -0.640195], [-2.623046, 0.957022, 0.279701], [-1.128513, -1.802323, -0.000349], [-1.715949, 0.144302, -1.776727], [2.580133, -0.975173, 0.479505], [2.112481, 0.763326, 1.537644]], "forces_ev_per_a": [[0.96, 1.27, 0.03], [3.06, -1.18, 0.65], [-2.46, -0.96, -0.96], [0.12, 0.10, 0.29], [-0.36, 0.73, -1.05], [0.78, -1.09, 0.42], [-2.01, 1.07, 0.18], [-0.10, 0.05, 0.45]], "lowdin_charge": [-1.257, 0.191, 0.158, 0.578, 0.580, -0.014, -0.072, -0.164], "e_lumo_ev": [-1.6, -1.6], "relative_energy_kcal_mol": 111.0, "total_charge": 0, "e_homo_ha": [-0.3225, -0.3225], "homo_lumo_gap_ev": [7.2, 7.2]}